# 1
Here is the ion C5H9N2O with charge +1 from OMol25. Energies are from ωB97M-V/def2-TZVPD.

Properties
energy = -10343.60874 eV
HOMO energy (alpha / beta) = -8.1291 / -15.2397 eV
orbital gap (alpha / beta) = 4.878 / 7.611 eV
max |F| = 6.83 eV Å⁻¹
energy relative to the best compared isomer or geometry (same formula, charge and spin) = 434.0 kJ/mol

```
! RIJCOSX wB97M-V def2-TZVPD def2/J DEFGRID3
* xyz 1 3
C -0.46078 -2.33027 1.33391
C -0.91827 1.00505 0.13092
C -1.56783 -0.43465 0.11324
C 1.72756 0.78349 -0.00849
C 0.39101 1.13319 -0.62879
N -0.71634 -1.44942 0.52779
N 1.08807 -0.08910 -0.98872
O -0.17970 -3.25179 1.94359
H -1.54252 1.58618 -0.46409
H -0.82222 1.35257 1.20276
H -2.36069 -0.27309 0.69984
H -1.65892 -0.74815 -0.97300
H 2.72566 1.24730 -0.08241
H 0.46856 1.95127 -1.30563
H 1.56725 0.50696 1.09240
H 1.54571 -0.03921 -1.91982
H 0.71345 -0.95034 -0.67352
*
```

***

# 2
Here is the ion C5H9N2O2 with charge +1 from OMol25. Energies are from ωB97M-V/def2-TZVPD.

Properties
energy = -12396.36820 eV
HOMO energy = -14.8962 eV
orbital gap = 10.278 eV
SMILES = C/C(CO)=[N+](\C)N=C=O
max |F| = 3.69 eV Å⁻¹
energy relative to the best compared isomer or geometry (same formula, charge and spin) = 442.6 kJ/mol

```
! RIJCOSX wB97M-V def2-TZVPD def2/J DEFGRID3
* xyz 1 1
C 2.23301 1.65748 -2.14924
C 0.20793 -0.30670 -0.13396
C -0.87703 -0.37297 0.81834
C 1.24388 -1.40769 -0.31391
C -0.33462 2.01127 -0.51195
N 0.43353 0.77178 -0.80405
N 1.47904 0.89325 -1.63978
O 3.14050 2.09513 -2.70054
O 2.02396 -1.31680 0.78099
H -0.55888 0.33917 1.73100
H -0.93435 -1.38841 1.33425
H -1.85657 -0.06319 0.40920
H 2.14681 -2.23654 0.98794
H 1.80370 -1.27377 -1.25107
H 0.78208 -2.32961 -0.33142
H -1.31218 1.77717 -0.24793
H 0.10806 2.44184 0.37748
H -0.15888 2.82196 -1.35569
*
```

***

# 3
Here is the ion C5H9N2O2 with charge +1 from OMol25. Energies are from ωB97M-V/def2-TZVPD.

Properties
energy = -12394.93018 eV
HOMO energy (alpha / beta) = -10.3165 / -15.4469 eV
orbital gap (alpha / beta) = 7.334 / 7.495 eV
max |F| = 4.77 eV Å⁻¹
energy relative to the best compared isomer or geometry (same formula, charge and spin) = 50.9 kJ/mol

```
! RIJCOSX wB97M-V def2-TZVPD def2/J DEFGRID3
* xyz 1 3
C -1.49055 -1.35910 -0.05678
C 0.72196 -0.84159 -0.35821
C -1.23142 0.45438 -0.28033
C 2.16632 -0.94602 -0.19578
C -1.26676 1.31612 1.02891
N -0.17100 -1.80854 -0.09097
N 0.19266 0.29598 -0.68205
O -2.54003 -1.89243 -0.11477
O -2.00961 0.75909 -1.38425
H 2.72602 -0.96410 -1.12657
H 2.32770 -1.94018 0.34527
H 2.53471 -0.17609 0.45686
H -1.34888 2.33653 0.79247
H -0.28320 1.05598 1.66115
H -2.09295 0.95352 1.59871
H 0.02989 -2.80358 -0.02346
H 0.71718 1.16880 -0.83822
H -2.97449 0.57385 -1.47841
*
```

***

# 4
Here is the ion C5H9N2O2S with charge +1 from OMol25. Energies are from ωB97M-V/def2-TZVPD.

Properties
energy = -23233.83849 eV
HOMO energy = -13.7694 eV
orbital gap = 9.779 eV
max |F| = 5.55 eV Å⁻¹
energy relative to the best compared isomer or geometry (same formula, charge and spin) = 23.1 kJ/mol

```
! RIJCOSX wB97M-V def2-TZVPD def2/J DEFGRID3
* xyz 1 1
C -0.43849 1.85852 0.04796
C 0.22990 0.68006 -0.00228
C -1.88786 -0.06176 -0.25033
C -3.00332 -0.97100 -0.20130
C 2.04097 0.35174 -0.10201
N -0.61932 -0.41929 -0.18566
N 2.62373 0.62225 1.11685
O 1.95903 -0.98331 -0.41163
O 2.46760 1.06492 -1.19413
S -2.19599 1.61700 -0.01552
H -0.12742 2.88439 0.20709
H -3.47632 -1.11490 0.75494
H -3.75177 -0.78274 -0.86759
H -2.72940 -2.07716 -0.44753
H 2.11153 1.13746 1.84716
H -0.39504 -1.39349 -0.40272
H 2.97092 -0.27896 1.48256
H 2.19300 -0.91311 -1.31511
H 3.14074 1.63905 -0.74539
*
```